{"formula": "C3HNO3", "method": "ωB97M-V/def2-TZVPD", "elements": ["O", "O", "O", "N", "C", "C", "C", "H"], "xyz": [[-3.74315, 1.41861, 0.45548], [-2.70152, -0.62809, 0.26134], [2.06047, 1.51009, 0.08400], [1.26876, -0.99688, -0.65185], [2.45247, 0.43268, 0.14798], [-3.18649, 0.41604, 0.37180], [0.62073, -1.85131, -1.09470], [3.22874, -0.30113, 0.42595]], "relative_energy_kcal_mol": 64.26, "spin_multiplicity": 3, "homo_lumo_gap_ev": [6.3452, 7.7695]}